# 1
17
Properties=species:S:1:pos:R:3:forces:R:3 method="wB97M-V/def2-TZVPD" gap_ha="0.2862 / 0.2862" spin_multiplicity=1 homo_ev="-9.235 / -9.235" de_lowest_ev=3.185 lumo_ev="-1.4 / -1.4"
C -0.893711 -0.795267 -0.177123 3.457 3.293 1.229
C -0.358126 1.606556 0.084745 -2.890 0.999 -0.633
N -0.426925 -1.523174 0.989915 -1.067 -1.233 0.985
H -2.598918 0.223968 -1.385730 -0.401 -3.007 -2.970
C 2.536739 -0.679181 -0.450490 -4.298 -0.759 0.940
O -0.193604 -2.710831 0.793962 0.238 0.558 0.593
H 2.588337 -1.815818 -0.497903 0.618 1.759 -0.170
H -0.750628 2.630842 0.024762 0.847 -0.141 0.567
Cl -1.363483 -1.598929 -1.546849 -0.270 -1.040 -0.659
H -1.987939 0.557871 1.134374 0.776 0.369 -0.938
C 0.875863 1.205141 -0.035934 2.739 1.783 1.016
H 1.724985 1.941195 0.204254 -1.326 -0.932 -0.888
O -0.370392 -0.935902 2.083248 0.051 -0.648 -1.675
C 1.280137 -0.134882 -0.250743 0.497 -1.330 -0.677
O -2.537562 0.896519 -0.795418 -0.253 3.968 2.173
Br 4.002776 0.483775 -0.274272 0.288 -0.502 -0.161
C -1.527555 0.648121 0.099200 0.995 -3.139 1.267



# 2
15
Properties=species:S:1:pos:R:3:forces:R:3 method="wB97M-V/def2-TZVPD" gap_ha=0.3975 spin_multiplicity=1 homo_ev=-9.850 de_lowest_ev=3.229 smiles="O=CC[C@H]1CN1.[H][H]" lumo_ev=1.0
C -0.770597 -0.146120 -0.340670 0.009 -0.025 0.086
C -0.743499 1.360122 -0.286431 0.084 0.178 0.257
H 1.702667 0.287614 0.918146 -0.018 -0.140 -0.137
H -1.540457 -0.491600 -1.041012 0.103 0.060 0.097
H -0.984215 -0.541908 0.655902 0.076 0.093 -0.136
O -0.572896 1.990659 0.731012 -0.084 -0.203 -0.464
H 0.742354 -0.732306 -1.857339 0.007 -0.010 0.180
C 0.602368 -0.638721 -0.780727 -0.080 0.115 -0.199
H 2.749744 -0.173645 -0.516598 -0.172 -0.034 0.081
H -2.859281 0.492932 2.140702 -0.007 0.030 0.030
H -2.293643 0.962731 2.025805 -0.091 -0.052 0.065
H -0.828526 1.887704 -1.260333 -0.005 -0.017 0.085
H 1.765788 -2.302436 -0.476785 -0.054 0.060 0.054
C 1.809235 -0.309464 0.014443 0.152 0.230 0.050
N 1.220964 -1.645564 0.073883 0.080 -0.284 -0.049



# 3
58
Properties=species:S:1:pos:R:3:forces:R:3 method="wB97M-V/def2-TZVPD" gap_ha=0.3280 spin_multiplicity=1 homo_ev=-8.454 smiles="CCCC[C@H](N)C(O)(O)CNC1CC1.CNC(=O)[C@H](C)NC(C)=O" lumo_ev=0.5
C 5.961386 3.920719 -2.631812 -0.111 -0.030 -0.019
H 1.937064 0.649962 -0.644981 0.024 -0.045 -0.113
H -2.456760 0.488509 -1.358520 0.018 -0.421 -0.166
H -1.828041 -4.445571 1.959299 -0.116 0.009 0.010
C -2.255298 -4.034430 2.880061 0.272 0.422 0.342
O -4.831433 0.796873 -0.245503 1.454 1.095 -0.466
H 1.969925 2.021203 -1.773899 0.089 0.088 0.080
H 3.130492 0.682524 -1.955540 -0.057 0.036 0.068
C -3.489871 -2.325043 1.494070 0.284 0.533 0.180
H 2.978707 2.583561 0.404468 0.050 0.277 0.121
H -1.672427 -3.834178 4.958840 0.104 -0.048 -0.064
C 4.457251 1.073669 0.549480 -0.155 -1.380 -0.959
H -3.182882 -4.575699 3.093673 0.031 0.013 -0.111
O 4.289879 -0.138813 0.527886 -0.553 0.480 -0.260
H 0.425858 -0.432999 -3.378328 -0.367 0.253 0.168
H -4.448170 -2.824233 1.669595 0.002 0.029 -0.069
H 6.387980 3.015305 2.502124 -0.142 -0.084 -0.071
C -1.756179 -0.110358 -3.859682 0.297 -0.379 -0.232
H -6.323776 -0.791452 -0.817469 0.418 -0.050 0.303
C -0.499079 0.013827 -3.001342 -0.397 -0.422 -0.053
C -1.611669 -0.931641 -2.592672 -0.405 1.045 0.119
C 5.797049 2.950756 1.587234 -0.068 -0.461 -0.391
N -2.418197 -0.529287 -1.444066 0.168 -0.538 0.476
H -0.316552 -3.750104 3.810850 -0.088 -0.055 0.085
C -3.779035 -1.090840 -1.358061 0.489 0.896 -0.198
H -3.024787 -2.789297 0.621184 -0.065 0.027 -0.036
H -3.736006 -2.183823 -1.348583 0.024 0.178 0.176
H -5.388907 1.037005 0.511528 0.255 -0.231 -0.237
H -1.080580 -5.312603 4.172112 0.086 0.133 0.101
H -5.433900 -0.613536 2.355194 0.285 0.299 0.023
H 6.400923 3.325338 0.759214 0.009 0.206 0.069
H -1.425327 -2.006327 -2.698924 -0.174 0.454 0.221
C 5.373123 2.745132 -1.887370 1.380 -0.726 -0.958
H 5.959016 0.841071 1.807823 -0.127 -0.013 -0.111
N 5.426196 1.557424 1.338549 0.523 1.328 0.734
C -1.268681 -4.244430 4.027791 -0.115 -0.246 -0.118
H 6.757790 3.560006 -3.281803 -0.123 0.014 0.127
H -2.756996 -0.331746 1.142812 -0.296 0.025 -0.113
H 6.370531 4.632881 -1.918721 0.002 0.222 -0.035
C -4.520207 -0.577561 -0.102117 -0.690 0.477 -0.238
H 5.189270 4.392546 -3.235691 0.012 0.244 -0.034
H -1.624428 -1.996882 2.535391 -0.029 0.003 0.035
H -0.368129 0.925346 -2.411032 -0.069 -0.358 -0.197
H -2.467752 0.720745 -3.850559 0.241 -0.354 0.055
H -1.670614 -0.641200 -4.812445 0.007 0.346 0.266
H -4.457020 0.756360 2.342220 -0.157 -0.285 0.116
H -4.349097 -0.797061 -2.245005 -0.388 -0.026 -0.064
C -2.559997 -2.543465 2.696197 -0.414 -0.447 -0.355
N 4.324631 3.008772 -1.105217 -0.728 0.305 1.186
N -4.475297 -0.260387 2.365817 0.335 -0.090 -0.317
C 2.584342 1.297487 -1.238008 0.431 -0.497 0.544
H 3.997883 3.958701 -1.084410 -0.047 0.017 0.038
H -3.028713 -2.152386 3.605523 0.113 0.035 -0.132
O -5.838633 -1.093515 -0.031943 0.047 -1.858 0.305
O 5.871957 1.638348 -2.016560 -0.387 -0.091 0.381
C -3.730640 -0.828098 1.222130 -1.146 -0.454 0.189
H 4.907279 3.570613 1.701833 0.065 0.037 0.014
C 3.576548 2.022285 -0.312635 -0.096 0.066 -0.416



# 4
18
Properties=species:S:1:pos:R:3:forces:R:3 method="wB97M-V/def2-TZVPD" gap_ha="0.2479 / 0.2479" spin_multiplicity=1 homo_ev="-2.733 / -2.733" total_charge=-1 de_lowest_ev=4.619 lumo_ev="4.0 / 4.0"
H -0.750706 -1.384918 1.395348 -0.282 0.328 -0.406
C 1.460798 2.118247 0.039250 0.156 -1.452 -3.273
H 0.801817 -2.448668 -0.401446 -0.258 -0.889 0.244
O -2.958949 0.059494 -1.119169 -0.572 -0.389 -0.477
O -2.234587 0.803765 1.244838 4.034 -1.329 0.002
P -1.692685 0.285645 -0.347872 0.542 1.020 1.705
H 2.500777 -0.895568 -0.522948 -2.335 1.142 0.420
H -0.046265 -1.532256 -1.595542 -0.139 0.265 -1.269
H 1.649791 2.959487 -0.606669 -0.358 0.697 0.304
C -1.021286 -1.309758 0.327680 2.191 -0.271 -1.045
H 1.320827 -0.580769 0.885182 0.703 0.866 0.060
C 1.428392 -0.434373 -0.212350 -0.302 -1.806 -0.540
C 1.294900 0.918325 -0.867369 0.172 -1.000 -0.331
H -3.074319 1.101483 1.127557 -3.885 1.415 -0.584
C 0.247074 -1.545269 -0.580508 1.441 1.589 1.738
H 0.537179 2.018723 0.493843 -2.006 0.871 1.437
H 2.236406 1.944813 0.690380 1.875 -0.270 1.974
H -1.699165 -2.078397 0.049798 -0.979 -0.787 0.041



# 5
16
Properties=species:S:1:pos:R:3:forces:R:3 method="wB97M-V/def2-TZVPD" gap_ha="0.2596 / 0.2850" spin_multiplicity=1 homo_ev="-8.146 / -8.380" de_lowest_ev=3.498 lumo_ev="-1.1 / -0.6"
H -0.611765 -0.378992 -2.996391 -0.005 -0.012 0.125
H -1.437013 1.026733 0.617114 0.013 -0.057 0.007
H -0.328955 -0.925763 0.631554 0.765 1.032 0.553
H 2.584067 0.125821 1.590414 -0.084 -0.051 -0.030
H 1.024348 -0.988422 -1.885962 -0.176 -0.014 -0.063
N -0.020319 0.918651 2.156669 -0.167 0.178 0.308
N -1.814652 0.834587 -0.308405 0.098 -0.032 0.089
N -0.343605 -0.971393 -0.576542 -0.150 -1.181 -0.426
N -1.111104 0.319346 -2.453727 0.054 -0.092 0.184
N 0.655554 -1.558407 -1.107079 -0.282 0.725 0.283
H -2.345558 1.580967 -0.728996 0.063 -0.060 -0.023
C -1.063491 0.126907 -1.196888 0.181 0.289 -0.205
H 0.563325 1.507117 2.756520 0.086 -0.109 -0.086
H 1.928578 -1.142186 0.610424 -0.006 0.201 0.272
N 1.787252 -0.446027 1.342704 0.462 -0.227 0.065
C 0.533337 -0.028938 1.548592 -0.853 -0.590 -1.054



# 6
13
Properties=species:S:1:pos:R:3:forces:R:3 method="wB97M-V/def2-TZVPD" gap_ha="0.2878 / 0.3003" spin_multiplicity=1 homo_ev="-7.709 / -7.608" de_lowest_ev=4.575 lumo_ev="0.1 / 0.6"
N -0.878807 -0.654461 0.983685 -1.937 -2.863 0.279
H 1.096286 1.777298 -1.402654 0.785 1.595 -0.211
C 0.951093 0.913798 -0.833940 -3.219 -2.442 -1.329
N 2.381572 -0.951167 -0.458156 -0.170 -0.186 0.737
O -2.055642 -0.178655 -0.933904 0.496 -0.322 0.088
N 1.998266 -0.077610 -1.103444 1.552 -0.443 -1.222
C -1.842356 -0.869290 0.050866 -1.531 0.771 -0.862
H 0.063668 0.426971 -1.378044 0.975 0.635 0.697
N 0.576180 1.047071 0.485952 -0.143 1.794 1.976
H -0.968685 -1.301795 1.746402 -0.152 -0.263 0.149
H -2.600320 -1.688550 0.331686 1.399 0.746 -0.019
H 1.154048 1.441196 1.214130 1.063 1.334 -1.272
N 0.124696 0.115195 1.297422 0.883 -0.355 0.990



What did the second record say?
15
Properties=species:S:1:pos:R:3:forces:R:3 method="wB97M-V/def2-TZVPD" gap_ha=0.3975 spin_multiplicity=1 homo_ev=-9.850 de_lowest_ev=3.229 smiles="O=CC[C@H]1CN1.[H][H]" lumo_ev=1.0
C -0.770597 -0.146120 -0.340670 0.009 -0.025 0.086
C -0.743499 1.360122 -0.286431 0.084 0.178 0.257
H 1.702667 0.287614 0.918146 -0.018 -0.140 -0.137
H -1.540457 -0.491600 -1.041012 0.103 0.060 0.097
H -0.984215 -0.541908 0.655902 0.076 0.093 -0.136
O -0.572896 1.990659 0.731012 -0.084 -0.203 -0.464
H 0.742354 -0.732306 -1.857339 0.007 -0.010 0.180
C 0.602368 -0.638721 -0.780727 -0.080 0.115 -0.199
H 2.749744 -0.173645 -0.516598 -0.172 -0.034 0.081
H -2.859281 0.492932 2.140702 -0.007 0.030 0.030
H -2.293643 0.962731 2.025805 -0.091 -0.052 0.065
H -0.828526 1.887704 -1.260333 -0.005 -0.017 0.085
H 1.765788 -2.302436 -0.476785 -0.054 0.060 0.054
C 1.809235 -0.309464 0.014443 0.152 0.230 0.050
N 1.220964 -1.645564 0.073883 0.080 -0.284 -0.049